Density functional theory data (wB97M-V/def2-TZVPD) for a single C20H24N2O2S molecule.

Geometry as XYZ:
```
49
Properties=species:S:1:pos:R:3:forces:R:3
H 1.179 -1.172 0.987 0.021 -0.016 -0.061
C -1.373 1.602 0.119 -0.234 0.203 -0.051
H -4.311 3.995 -0.665 -0.072 0.044 -0.025
C -2.677 1.087 -0.038 0.206 0.291 -0.104
H -5.793 -3.552 -0.372 -0.004 -0.072 -0.044
C -2.220 3.834 -0.214 -0.136 -0.162 -0.027
S 4.259 -1.341 1.558 -0.106 0.021 0.181
C 5.078 -0.832 0.073 -0.245 0.001 0.247
O 1.441 2.063 0.835 0.135 0.297 0.021
H 2.234 -0.476 -0.247 -0.065 -0.020 0.032
H -5.176 -2.282 -1.430 0.041 -0.063 -0.053
H 6.204 -2.647 0.091 0.045 -0.137 0.011
C 6.495 -0.209 -2.234 0.036 0.058 -0.088
N -4.170 -0.713 0.505 -0.379 0.110 0.066
N -0.331 0.711 0.333 -0.268 -0.470 -0.043
H 7.469 -2.098 -1.955 0.058 -0.058 -0.030
C -6.943 -1.737 -0.322 0.093 -0.273 -0.213
H -2.041 4.897 -0.272 0.036 0.088 -0.006
C -3.714 1.971 -0.335 0.120 -0.020 0.025
H 4.123 1.082 -0.213 -0.106 0.052 0.080
C 1.800 -0.309 0.744 0.138 0.300 0.075
H -8.151 -3.288 -1.216 -0.046 -0.114 -0.025
C -5.613 -2.478 -0.449 -0.034 0.236 0.347
C 5.552 0.670 -1.732 0.047 0.052 -0.110
H -4.707 1.593 -0.532 -0.066 -0.047 -0.005
C -3.493 3.331 -0.427 -0.117 0.107 0.000
C 4.843 0.369 -0.581 -0.002 -0.011 0.018
C -7.955 -2.227 -1.351 0.051 0.183 0.178
C 6.733 -1.405 -1.575 0.047 -0.015 -0.010
H -8.894 -1.689 -1.251 -0.123 -0.002 -0.068
C -4.604 -2.085 0.632 0.040 -0.399 -0.256
H -0.174 3.366 0.198 0.017 -0.013 0.011
C 0.964 0.963 0.654 0.059 -0.466 -0.006
C -2.932 -0.373 0.100 -0.133 0.032 0.138
C -1.168 2.981 0.050 0.185 0.103 0.012
H -5.042 -2.230 1.625 0.067 -0.031 -0.047
H -7.577 -2.075 -2.359 -0.003 -0.010 -0.130
H 2.543 -0.314 2.779 0.055 0.057 0.010
H -0.625 -0.262 0.201 0.203 0.234 0.037
H -3.707 -2.703 0.543 -0.143 0.069 0.137
C 2.913 -0.136 1.769 0.428 -0.238 -0.304
H 3.327 0.871 1.726 -0.123 -0.050 0.085
O -2.068 -1.225 -0.099 0.110 -0.149 -0.097
H 7.043 0.035 -3.132 0.041 0.017 -0.071
H -4.846 0.006 0.701 0.197 0.034 0.008
H -6.787 -0.665 -0.462 0.001 0.077 0.074
H -7.346 -1.888 0.683 0.014 0.067 0.067
H 5.361 1.606 -2.236 -0.004 0.071 -0.050
C 6.028 -1.718 -0.430 -0.078 0.032 0.063
```
Positions in Å, forces in eV/Å.

Values from the calculation:
SMILES   CCCCNC(=O)c1ccccc1NC(=O)CCSc1ccccc1
Total charge   0
Electronic energy   -1434.75547 a.u.
Energy above the lowest of the compared OMol25 structures with the same formula, charge and spin   22.35 kJ/mol
2S+1   1

Atomic partial charges in e from the natural (NBO) method, atoms 1 to 2: number 1, H, carries 0.225; number 2, C, carries 0.281

Density functional theory data (wB97M-V/def2-TZVPD) for 2 unconnected molecules or ions with the total composition C20H24N3O in a non-equilibrium geometry.

Geometry as XYZ:
```
48
Properties=species:S:1:pos:R:3:forces:R:3
C 1.597 2.664 2.721 -0.061 0.103 -0.172
H -3.090 -4.751 0.460 -0.020 -0.047 -0.154
C -0.688 -4.497 -1.046 0.321 0.115 0.126
C 0.778 1.914 3.603 0.150 -0.259 0.626
C -3.099 -4.104 -0.428 -0.016 -0.571 0.215
H 0.110 -3.294 -2.630 0.010 -0.093 0.116
H 3.442 3.912 -2.887 -0.332 -0.370 -0.006
H 2.444 3.233 3.123 -0.529 -0.099 -0.298
C 1.306 2.686 1.366 0.221 -0.168 0.409
C 0.065 1.623 -0.576 0.043 0.258 0.842
C 1.771 3.277 -4.106 -0.373 -0.130 0.349
H -0.748 0.929 -0.794 0.137 0.102 0.050
H 2.620 2.772 -0.849 -0.146 0.057 -0.366
N -2.897 -1.795 -0.193 0.642 0.843 0.013
H -0.334 -5.047 -0.155 -0.083 0.132 -0.176
H -4.378 -2.867 0.819 -0.110 -0.061 -0.129
H 3.059 2.076 5.150 -0.310 0.051 0.064
H -1.286 0.459 1.319 0.246 0.078 0.112
C 1.992 2.799 -1.737 -0.355 0.035 -0.160
H 2.101 3.587 5.356 -0.082 -0.306 0.052
H -1.031 -5.244 -1.775 0.050 0.155 0.111
C -0.504 1.098 1.725 0.032 -0.027 0.095
H 2.030 2.297 6.602 0.066 0.080 -0.239
H 1.329 -4.219 -1.756 -0.085 0.167 0.098
H -4.661 -2.691 -0.930 0.049 0.079 0.160
C 0.001 2.100 -2.961 0.181 -0.133 0.582
H 2.180 3.698 -5.025 -0.090 -0.097 0.262
H -0.972 1.606 -2.964 0.258 0.122 -0.074
C 0.416 -3.626 -1.629 0.084 -0.084 -0.530
H 1.853 3.380 0.735 -0.101 -0.226 0.224
H 1.378 -1.728 -1.268 0.063 -0.216 0.089
C 0.531 2.621 -4.130 0.128 0.146 -0.069
N -0.536 -1.585 -0.507 -1.264 -0.508 0.087
C 0.662 -2.391 -0.771 0.088 0.075 0.313
H -0.022 2.524 -5.068 0.214 0.049 0.368
O 0.970 1.849 4.943 0.074 0.265 -1.413
H -3.497 -4.683 -1.270 0.028 0.080 0.138
C 0.315 1.824 0.799 -0.120 0.042 0.025
C 0.700 2.190 -1.715 0.628 0.210 -1.211
C -1.641 -2.281 -0.471 1.075 0.266 -0.154
C 2.484 3.381 -2.904 -0.008 -0.128 0.135
C -0.317 1.170 3.081 0.271 0.175 0.046
C -3.895 -2.834 -0.160 -0.784 0.251 0.085
C 2.123 2.503 5.535 -0.176 -0.058 -0.122
H 1.115 -2.718 0.184 -0.066 0.216 -0.193
H -3.038 -0.839 0.125 0.042 -0.721 -0.206
H -0.963 0.640 3.775 0.148 0.037 -0.104
N -1.777 -3.620 -0.715 -0.136 0.115 -0.016
```
Positions in Å, forces in eV/Å.

Values from the calculation:
Total charge   +1
Electronic energy   -1015.75713 a.u.
Energy above the lowest of the compared OMol25 structures with the same formula, charge and spin   0.00 kJ/mol
2S+1   1

Atomic partial charges in e from the natural (NBO) method, atoms 1 to 2: number 1, C, carries -0.344; number 2, H, carries 0.189

Density functional theory data (wB97M-V/def2-TZVPD) for a molecular structure, C20H24N4O2S2 in a non-equilibrium geometry.

Geometry as XYZ:
```
52
Properties=species:S:1:pos:R:3:forces:R:3
S 2.330 1.233 -1.855 0.534 1.347 0.112
H -4.248 1.781 0.103 -0.183 -0.413 0.351
H -5.430 -1.937 -0.353 -2.007 -1.536 -1.316
C 6.242 -0.948 0.259 -3.461 -6.874 3.322
H 0.203 -2.458 0.938 0.217 0.617 -2.081
C -0.350 2.718 -0.155 2.504 6.310 -4.249
N -3.679 -1.455 -0.973 -6.512 5.495 -3.802
H 6.614 -2.141 0.373 -0.665 3.222 -0.607
C -0.164 -2.005 -0.047 -4.447 2.660 -0.048
C 0.436 -1.077 -0.986 3.223 -2.690 4.244
H -3.762 -1.853 1.901 -0.013 -0.005 0.559
C 2.623 -0.161 -0.917 10.848 13.272 -5.071
C 5.870 1.112 1.717 -2.430 -2.146 -4.576
C -4.449 -1.363 1.225 1.004 0.465 3.231
H 4.766 1.206 1.442 0.976 -0.723 1.168
H 1.351 2.607 1.233 1.378 0.433 0.034
O -2.166 -0.389 2.597 -0.554 -2.092 2.432
H 4.537 0.604 -1.106 -1.957 -2.952 1.616
C -1.787 1.309 1.282 -0.133 4.061 -4.855
H -3.700 0.710 -1.973 -2.439 -2.687 2.695
N -3.901 -0.021 1.070 4.932 -2.312 5.510
H -1.976 -2.783 0.783 -0.012 3.344 -2.556
C -2.423 -1.194 -1.095 6.785 -5.008 4.667
C -2.716 0.301 1.800 0.378 0.342 -3.240
C -1.577 -0.718 -2.040 -0.801 3.751 -0.139
H 6.084 1.633 2.533 0.758 1.829 3.787
H 0.273 0.167 -2.726 -0.543 -0.362 1.781
N 3.995 -0.305 -0.671 2.485 3.513 -0.693
H -5.471 -0.087 -1.595 1.527 -0.771 0.097
C -0.464 1.614 1.375 -3.363 -10.585 13.736
H 7.403 -0.259 1.751 6.673 0.179 1.411
C -4.418 -0.075 -1.152 0.041 2.778 -3.020
H 6.709 -0.534 -0.530 1.410 1.734 -2.687
O 3.990 -2.325 0.321 2.907 3.656 -0.337
N 1.850 -0.982 -0.844 -9.525 -15.668 6.377
H 2.199 -1.776 -0.110 -0.486 1.393 -2.286
C -4.464 -2.181 -0.052 0.756 3.282 0.907
H -5.622 0.726 0.687 -0.013 0.508 -1.184
H -0.098 3.583 -0.761 0.508 -0.231 -0.785
S -1.906 2.430 -0.322 -3.520 -2.329 1.162
C -1.634 -1.856 -0.069 3.590 -5.000 2.624
C 4.661 -1.246 0.001 -0.945 -3.348 0.592
C 0.391 2.402 0.898 2.112 2.459 -3.193
H -0.108 1.009 2.427 -0.646 1.185 -2.467
H -5.397 -1.209 1.783 0.028 -0.682 -0.653
C -4.592 0.750 0.251 -2.015 0.864 -3.867
H -4.063 -3.126 0.040 -0.085 -2.337 0.366
C 6.461 -0.342 1.629 -8.335 0.035 0.463
H 6.170 1.749 0.890 1.062 -0.076 -0.362
H -2.186 -0.045 -2.590 0.288 0.419 -2.089
H 5.924 -1.041 2.451 1.515 1.615 -1.838
C -0.206 -0.342 -1.838 -3.346 0.060 -5.240
```
Positions in Å, forces in eV/Å.

Values from the calculation:
Total charge   0
Electronic energy   -1941.88858 a.u.
Energy above the lowest of the compared OMol25 structures with the same formula, charge and spin   1407.17 kJ/mol
2S+1   1

Atomic partial charges in e from the natural (NBO) method, atoms 1 to 2: number 1, S, carries -0.409; number 2, H, carries 0.229

Density functional theory data (wB97M-V/def2-TZVPD) for a single C20H24N4O6S molecule.

Geometry as XYZ:
```
55
Properties=species:S:1:pos:R:3:forces:R:3
H 2.419 -2.669 -1.074 0.014 -0.096 -0.115
N 3.907 -2.058 0.962 0.854 -0.087 -0.326
H -5.821 -0.536 3.083 0.002 -0.001 0.103
C 3.364 0.208 -1.618 0.241 0.059 -0.115
C -1.087 0.245 -0.257 0.052 -0.219 0.067
H -1.578 0.685 -4.343 -0.008 0.086 -0.036
C 2.579 -1.660 0.795 -0.912 -0.039 -0.136
C 1.939 -0.835 1.717 0.093 -0.185 -0.076
H 0.250 0.413 2.105 -0.035 0.098 0.081
H -4.208 -0.147 3.739 -0.033 -0.014 0.002
C 0.712 -0.276 1.413 -0.163 -0.050 -0.062
O -2.754 -0.313 -3.060 0.069 -0.158 0.045
O -0.917 1.387 -0.668 0.087 0.282 -0.054
H -1.759 1.492 -2.766 -0.061 -0.013 -0.072
C 2.405 1.208 -1.676 0.061 0.214 0.236
H 0.555 3.191 -0.760 0.004 -0.001 0.200
H 3.398 3.261 2.182 -0.147 0.080 -0.057
C -4.796 -0.886 3.181 -0.008 0.017 0.099
H -4.195 -1.243 -2.057 -0.080 0.100 0.012
C 2.339 2.085 -0.611 0.430 -0.351 -0.016
C 4.227 0.118 -0.538 0.438 -0.628 -0.244
C 4.227 1.037 0.502 -0.078 0.489 0.018
H -2.309 -0.816 2.380 -0.016 -0.074 -0.042
C -2.516 -1.641 0.385 -0.115 -0.123 0.675
C -3.824 -0.219 -2.157 -0.040 0.015 0.259
H 0.202 -1.689 -1.611 -0.053 -0.026 -0.142
N -2.290 -0.354 -0.226 -0.106 0.102 -0.047
H 1.698 1.263 -2.486 -0.102 -0.008 -0.111
N 1.456 3.092 -0.318 0.025 0.032 -0.233
H -4.784 -1.835 3.731 -0.017 0.027 0.000
S 4.995 -1.461 -0.218 -0.096 0.256 0.352
O 1.187 4.549 1.471 -0.282 0.282 0.200
H 4.925 0.932 1.317 0.045 0.020 0.205
C -2.971 -1.513 1.843 0.135 -0.248 -0.161
O 4.920 -2.292 -1.377 -0.341 0.109 -0.140
H -3.098 1.528 -3.949 0.003 -0.008 -0.040
C 1.773 3.670 0.895 -0.002 0.308 0.198
H 3.440 -0.540 -2.390 -0.103 -0.102 -0.098
H -2.903 -2.497 2.334 0.007 0.067 -0.022
C -3.439 0.340 -0.773 -0.126 0.200 -0.548
H -4.630 0.406 -2.569 0.022 -0.083 0.043
C 0.096 -0.552 0.200 0.276 -0.033 -0.085
H -1.596 -2.227 0.355 -0.192 -0.013 -0.024
C 0.691 -1.455 -0.677 -0.143 0.063 0.199
H -4.284 0.229 -0.092 0.044 0.069 -0.064
N 2.933 3.037 1.319 0.097 -0.001 0.147
C -2.278 0.924 -3.544 0.054 0.124 -0.004
H 2.427 -0.597 2.651 0.086 0.092 0.079
C 3.280 2.038 0.443 0.151 -0.562 -0.452
H -3.169 1.394 -0.856 -0.116 -0.121 0.062
C 1.922 -2.007 -0.384 -0.152 -0.132 0.264
O -4.300 -1.049 1.876 0.062 0.000 -0.276
H -3.292 -2.166 -0.175 0.087 -0.070 -0.015
H 4.284 -1.864 1.879 0.134 0.051 0.046
O 6.244 -1.337 0.471 -0.048 0.206 0.221
```
Positions in Å, forces in eV/Å.

Values from the calculation:
SMILES   COCCN(CCOC)C(=O)c1ccc(NS(=O)(=O)c2ccc3[nH]c(=O)[nH]c3c2)cc1
Total charge   0
Electronic energy   -1845.19808 a.u.
Energy above the lowest of the compared OMol25 structures with the same formula, charge and spin   107.11 kJ/mol
2S+1   1

Atomic partial charges in e from the natural (NBO) method, atoms 1 to 2: number 1, H, carries 0.246; number 2, N, carries -0.857

Density functional theory data (wB97M-V/def2-TZVPD) for a molecular structure, C20H24N4O7PRuSTe in a non-equilibrium geometry.

Geometry as XYZ:
```
59
Properties=species:S:1:pos:R:3:forces:R:3
H 2.514 5.647 -1.231 -0.071 0.007 -0.030
H 4.436 5.625 -2.773 0.002 0.025 0.007
H -1.844 -5.668 -0.078 -0.012 -0.063 -0.021
C -2.924 3.330 -0.698 0.012 -0.159 0.090
O 3.036 -0.151 -1.373 -0.198 0.114 0.177
N -3.719 2.155 -0.553 -0.347 -0.047 0.295
H -2.692 1.072 2.150 -0.008 -0.003 0.021
H 4.244 1.159 3.440 0.003 0.017 0.011
H 4.095 1.364 -3.135 0.102 0.036 -0.038
H -2.968 -5.410 1.269 -0.023 -0.066 0.002
H -2.935 -4.679 -3.902 -0.036 0.014 -0.002
C 0.575 1.088 2.224 0.335 0.030 0.171
H -1.167 -4.554 -3.872 -0.014 -0.017 -0.062
H -1.164 -4.256 2.552 0.043 0.042 -0.067
S 1.945 0.804 -1.409 0.655 -0.190 0.368
H 5.238 3.503 -3.746 0.009 0.014 -0.020
C 1.645 1.110 1.278 0.421 -0.057 0.329
C 3.758 2.318 -2.755 -0.031 -0.015 -0.024
C 4.386 3.508 -3.080 -0.050 -0.060 0.017
C -1.701 1.040 2.586 0.045 -0.002 -0.090
O -1.569 -1.193 -0.564 1.290 0.092 0.157
H -0.041 -4.527 1.209 -0.050 -0.064 0.087
C -2.143 -3.499 -2.287 -0.320 -0.095 -0.202
O -3.486 4.404 -0.574 -0.076 -0.040 -0.025
H 2.419 1.056 5.090 0.027 0.009 0.016
Te 1.569 -2.563 0.154 0.238 0.425 0.057
C -0.247 0.971 4.484 -0.101 0.014 -0.088
C 2.949 1.152 1.729 -0.290 -0.028 -0.247
N -3.226 0.960 -1.097 1.494 0.270 0.289
C 2.194 3.531 -1.351 -0.064 0.010 -0.022
O 0.840 0.456 -2.291 -0.202 0.193 -0.507
N -0.696 1.086 1.744 -0.915 0.159 -1.157
C -1.518 0.962 3.977 0.135 -0.012 0.173
C 2.844 4.715 -1.668 0.032 0.005 -0.039
H -2.379 0.898 4.626 -0.029 0.029 -0.003
H -4.709 2.330 -0.652 0.036 0.015 -0.178
H 1.331 3.517 -0.698 0.018 0.053 0.023
P -0.790 -2.442 -0.317 -1.400 -0.410 -0.300
C -1.097 -4.383 1.470 -0.001 -0.312 0.039
C 2.668 2.349 -1.898 -0.118 -0.196 0.196
C -2.059 -4.659 -3.256 0.100 0.103 0.174
H -3.522 0.154 -0.564 0.031 -0.004 -0.010
H -2.959 -3.635 -1.570 0.027 0.004 -0.039
C -1.923 -5.565 1.004 0.072 0.264 -0.037
O -0.893 -3.432 -1.574 0.239 0.143 0.363
H -1.998 -5.605 -2.719 0.010 -0.034 -0.018
C 0.857 1.053 3.608 -0.109 -0.010 -0.332
O -1.578 -3.169 0.881 0.398 0.161 -0.129
H -2.302 -2.555 -2.810 0.073 -0.017 0.054
H -0.071 0.913 5.551 -0.016 0.023 0.027
H -1.565 -6.481 1.473 -0.020 -0.031 0.018
H 3.754 1.173 1.006 0.040 -0.016 0.037
H -3.441 0.837 -2.082 -0.030 0.024 0.019
Ru -0.862 1.111 -0.596 -1.083 -0.083 1.632
O -1.687 3.114 -0.927 1.361 -0.383 0.175
C 3.214 1.138 3.107 -0.088 -0.012 0.207
C 3.931 4.700 -2.530 0.037 0.039 0.000
C 2.204 1.082 4.030 0.173 -0.021 0.106
N 1.231 1.041 -0.015 -1.756 0.111 -1.650
```
Positions in Å, forces in eV/Å.

Values from the calculation:
Total charge   0
Electronic energy   -2624.71113 a.u.
Energy above the lowest of the compared OMol25 structures with the same formula, charge and spin   288.45 kJ/mol
2S+1   2

Atomic partial charges in e from the natural (NBO) method, atoms 1 to 2: number 1, H, carries 0.224; number 2, H, carries 0.216